Entry 1:
The molecule CH6O2SSi. Source: OMol25; level of theory: ωB97M-V with the def2-TZVPD basis set.

```
11
Properties=species:S:1:pos:R:3:forces:R:3:lowdin_charge:R:1
C 1.7736 0.1584 0.6454 -2.6163 -0.0299 2.4883 -0.1560
O -0.3303 -1.5167 -1.3357 -0.6406 0.8354 0.0455 -0.4844
O -0.9454 0.6664 0.1211 -1.0050 0.1022 -0.8663 -0.6780
Si -1.5315 -0.5165 -1.2912 -0.4080 -0.9173 0.9386 0.3305
S -0.1058 0.0776 1.2528 2.2906 0.1730 -0.7098 0.9761
H 2.1854 0.4336 1.6438 0.4635 0.2971 -1.3291 0.0525
H 2.0609 -0.7969 0.3307 0.2297 -1.5475 -0.2320 0.0172
H 1.7245 0.7782 -0.2185 0.2786 1.1376 -0.1241 0.0461
H -2.9439 -0.9576 -0.8289 1.0338 0.0383 0.2344 -0.0484
H -2.0225 0.4468 -2.2932 0.7386 0.3963 -0.2040 -0.0624
H 0.1350 1.2267 1.9737 -0.3649 -0.4853 -0.2415 0.0068
```
Positions in Å, forces in eV/Å.

## Properties
- DFT total energy (eV) = -23940.7211
- net charge = 0
- energy above the lowest of the compared OMol25 structures with the same formula, charge and spin (kcal/mol) = 0.0
- frontier orbital gap (eV) = 8.86
- F_max (Eh/bohr) = 0.0702

---

Entry 2:
C21H34Al2AsBrCl6O9S as an isolated structure. Source: OMol25; level of theory: ωB97M-V with the def2-TZVPD basis set.

```
75
Properties=species:S:1:pos:R:3:forces:R:3:lowdin_charge:R:1
As -0.2454 -1.5054 3.6273 0.5199 -0.0102 0.1156 0.4126
C 1.5877 -1.0892 2.7964 1.5159 -0.0650 -0.9105 -0.4285
C 1.5610 -1.1028 1.1981 0.4698 0.3704 -0.1088 -0.2704
C 2.5396 -0.0054 0.5071 -0.7874 -0.0276 0.4396 -0.1624
C 2.0297 1.4161 1.0121 0.2948 0.8530 0.2279 -0.1086
C 0.6853 1.9280 0.4638 3.2914 2.5098 3.7150 -0.1956
C 0.1621 3.3023 0.9994 3.0484 -1.7735 0.8312 -0.0834
C 1.0410 4.0490 2.0235 0.6455 -2.2395 -0.7670 -0.0941
C 2.4042 3.5319 2.5814 -1.6678 -2.9807 -2.8791 -0.0116
C 2.9145 2.1678 2.0550 -3.7679 1.8265 -1.1828 0.0126
H -1.0055 -1.1533 2.3038 -0.3199 0.1644 -0.7648 -0.1138
H -0.0121 -2.9920 3.1900 -0.1258 -0.4328 0.0830 -0.0637
H 0.5177 -1.7043 4.9931 0.1880 -0.0277 0.4044 -0.1909
H -0.4230 0.0158 4.0519 -0.0206 0.6873 0.2915 -0.1041
H -1.5900 -1.8417 4.3527 -0.3267 -0.0644 0.0283 -0.1072
H 1.9140 -0.0990 3.2690 -0.4460 -1.0444 -0.9075 0.0457
H 2.3729 -1.8730 3.1325 -1.3986 1.0558 -0.4110 0.0743
H 1.8608 -2.1471 0.7998 -0.5751 1.6729 0.6325 0.1260
H 0.4994 -0.8484 0.8021 1.2614 -0.5790 0.6368 0.0282
H 3.6028 -0.2466 0.8388 -1.3732 0.6820 -0.4710 0.1047
H 2.4752 -0.1011 -0.6428 0.1141 0.3127 1.8608 0.1073
H 0.1283 1.2644 -0.2857 4.2447 1.4924 -0.2762 -0.1264
H -0.8556 3.6640 0.6117 1.7506 -0.1002 0.8776 0.0662
H 0.6515 5.0460 2.4189 1.2548 -2.1829 -0.6508 -0.0617
H 3.0343 4.0846 3.3621 -1.3284 -0.6835 -1.3887 0.1026
H 3.8898 1.6638 2.3954 -1.7697 0.9918 -0.6266 0.1225
Al -1.3501 1.0947 0.1405 -3.8843 -1.0442 1.2326 0.9143
O 0.5478 -1.3173 -2.0705 0.1211 0.5474 1.2874 -0.2388
H 1.2529 -1.5195 -2.7327 0.0129 0.4456 0.5365 -0.1914
H 0.8239 -1.8026 -1.2781 -0.0992 -0.1219 -0.1196 0.0216
C 1.1535 -2.4654 7.8427 0.6055 -2.1323 -0.0090 -0.9068
Cl 1.6504 -3.3319 6.4026 0.0200 -0.0034 0.6702 0.6093
Cl 0.7012 -0.7857 7.4360 0.3712 0.4889 -1.3501 0.4787
H 0.2929 -2.9678 8.2829 -0.0440 0.2754 -0.1696 0.0477
H 1.9771 -2.4499 8.5550 -0.0819 0.3377 -0.1901 0.0482
O 5.7455 -0.2326 -0.9907 -0.3063 -0.0091 -0.4774 -0.2074
S 5.2840 -1.5802 -1.3566 0.7445 -0.4315 0.2188 0.2606
O 5.0191 -2.3554 -0.1344 -0.3238 -0.0646 -0.3467 -0.2406
O 6.3181 -2.2508 -2.1584 -0.0925 0.2448 0.3354 -0.1994
O 4.0430 -1.4803 -2.1497 -0.3344 0.2496 0.2764 -0.1986
Al -0.4867 0.3513 8.9645 -0.7465 0.6611 0.7988 0.5459
C -2.0004 7.6738 2.5468 -0.1768 0.2260 -0.0238 -1.9979
Cl -1.5601 8.6043 3.9944 -0.0540 -0.1889 -0.2503 0.5231
Cl -1.9779 8.7404 1.1270 0.0137 -0.2238 0.2656 0.5287
Cl -0.8317 6.3525 2.3138 -0.8971 0.8605 0.0231 0.5937
Cl -3.6285 6.9936 2.7517 0.2994 0.0877 -0.0363 0.5219
C -3.6251 -1.5310 -3.0015 0.2510 0.0241 0.0210 -0.0596
C -4.2264 -2.0229 -1.6938 -0.3717 0.1745 -0.6179 -0.4991
C -5.4860 -2.8394 -1.9359 -0.0894 -0.2288 0.2139 -0.0670
O -4.5391 -0.9034 -0.8637 0.1586 0.1592 0.3787 -0.0991
H -4.3278 -0.8822 -3.5349 -0.0732 -0.1194 0.0108 0.0843
H -2.7270 -0.9364 -2.8120 0.0071 -0.1525 -0.0363 0.0647
H -3.3589 -2.3669 -3.6530 0.0244 0.1095 0.0109 0.0869
H -3.4922 -2.6303 -1.1573 -0.0699 0.2013 0.1252 0.1414
H -6.2531 -2.2359 -2.4324 0.1268 0.0057 -0.0966 0.0799
H -5.9134 -3.1766 -0.9876 0.0973 -0.0175 -0.0638 0.0780
H -5.2758 -3.7147 -2.5557 -0.0424 0.0713 0.0215 0.0815
H -5.1882 -0.3591 -1.3290 0.1278 -0.1558 0.0198 0.0865
C 5.8453 -4.4748 1.8453 -0.2350 0.4603 0.5924 -0.9276
O 5.6207 -4.0721 2.9796 0.0078 -0.0185 0.0174 0.2347
O 5.0647 -5.1588 1.1579 -0.0371 -0.2702 -0.3376 0.3205
O 6.8928 -4.2701 1.2047 0.2593 -0.1532 -0.3110 0.3243
C -2.4531 2.3996 -6.1684 0.0063 -0.0531 -0.0006 -0.1087
C -1.5994 1.7494 -5.2820 -0.1159 -0.0788 -0.1563 -0.1001
C -1.1919 0.4432 -5.5376 -0.0326 0.1502 0.0941 -0.1238
C -1.6308 -0.2093 -6.6853 -0.0551 0.0875 0.0048 -0.0953
C -2.4815 0.4419 -7.5737 0.0243 0.0406 0.0901 -0.0989
C -2.8963 1.7447 -7.3136 0.0513 -0.0277 0.0566 -0.1075
H -2.7731 3.4169 -5.9671 0.0204 -0.0668 -0.0297 0.0943
H -1.2516 2.2613 -4.3901 -0.0115 -0.0348 -0.0661 0.0929
H -0.5314 -0.0669 -4.8432 -0.1274 0.0957 -0.1748 -0.0011
H -1.3092 -1.2258 -6.8867 0.0108 0.0788 0.0722 0.0899
H -2.8223 -0.0671 -8.4697 0.0237 0.0459 0.0748 0.0979
H -3.5637 2.2500 -8.0036 0.0533 -0.0286 0.0432 0.0955
Br 0.7796 -2.2587 -4.4537 0.1713 -0.9120 -1.4276 0.2417
```
Positions in Å, forces in eV/Å.

## Properties
- DFT total energy (eV) = -270773.8754
- net charge = 0
- frontier orbital gap (eV) = 2.32
- F_max (Eh/bohr) = 0.1082

---

Entry 3:
C38H73AsBCrN6O3S2 as an isolated structure. Source: OMol25; level of theory: ωB97M-V with the def2-TZVPD basis set.

```
125
Properties=species:S:1:pos:R:3:forces:R:3:lowdin_charge:R:1
Cr 0.0636 -0.8069 -0.4682 0.6709 -0.2260 0.4734 0.7477
C 1.9584 -3.2720 3.3550 -0.0708 0.0926 -0.0480 -0.0417
C 0.6771 -2.9778 2.5582 -0.0311 0.0777 0.0701 -0.3379
C -0.4233 -3.8553 3.1658 0.0465 -0.0176 -0.0224 -0.0381
C 0.2911 -1.5217 2.6378 0.0193 0.1756 0.0285 -0.2402
C 0.1537 -0.8149 3.8271 -0.0136 -0.0772 0.0679 0.0590
C -0.2126 0.4779 3.4821 0.0055 -0.0912 0.0953 -0.1669
C -0.5144 1.6146 4.4107 -0.0183 -0.0025 0.1033 -0.3592
C 0.6938 1.9130 5.3057 -0.0372 0.0325 -0.0262 -0.0409
C -1.7532 1.2875 5.2553 0.0564 0.0248 0.0071 -0.0392
N -0.2813 0.5288 2.1461 0.1797 -0.0083 0.0472 0.0727
N 0.0310 -0.6807 1.6020 -0.4386 -0.1969 0.0213 -0.0074
B -0.7297 1.6360 1.1936 0.0173 -0.0105 0.0195 -0.4796
N -1.9480 1.0994 0.3995 -0.0939 0.0355 -0.0805 0.0761
N -1.7221 0.2293 -0.6389 0.1513 0.1112 -0.0928 0.0087
C -2.8764 0.1419 -1.3435 0.1156 0.2224 0.0408 -0.2283
C -3.8361 0.9152 -0.7098 -0.1034 -0.1058 -0.0843 0.0419
C -3.2307 1.4968 0.3954 -0.1850 -0.0115 -0.0723 -0.1539
C -4.0380 2.2695 1.4157 0.0829 -0.0650 0.1713 -0.3185
C -4.8205 1.2410 2.2556 0.0309 0.0012 -0.0250 -0.0399
C -3.3574 3.2697 2.3439 -0.0030 -0.0239 0.0103 -0.0477
C -3.0882 -0.5824 -2.6495 -0.2884 -0.0993 0.1936 -0.3783
C -4.1077 0.1628 -3.5200 -0.0372 -0.0066 0.1630 -0.0633
C -3.5155 -2.0435 -2.4759 0.0681 0.0678 -0.0908 -0.0469
N 0.4135 1.9622 0.1865 -0.0373 -0.3214 -0.0775 0.0924
N 0.8124 1.0492 -0.7691 0.1449 0.2654 -0.2731 0.0061
C 1.6971 1.6872 -1.5849 -0.3180 0.1784 0.2471 -0.2174
C 1.8472 2.9882 -1.1222 0.2764 -0.0059 0.0682 0.0415
C 1.0477 3.1255 -0.0001 0.0742 0.2089 -0.1149 -0.1729
C 0.9267 4.3954 0.8040 -0.2127 -0.1286 0.1249 -0.3308
C 1.1473 4.2107 2.3106 0.0080 0.0090 -0.0955 -0.0357
C -0.3806 5.1330 0.4897 0.0653 -0.0116 0.0229 -0.0302
C 2.3211 1.1896 -2.8705 0.0660 0.0575 0.1355 -0.3733
C 3.5164 0.2389 -2.7392 -0.0494 0.1472 0.0137 -0.0505
C 2.7235 2.3793 -3.7442 -0.0623 0.0311 -0.0608 -0.0621
H 2.2874 -4.2959 3.1648 -0.0069 0.0445 0.0157 0.0975
H 2.7734 -2.5955 3.1152 -0.0665 -0.0433 0.0548 0.0287
H 1.7665 -3.1815 4.4258 0.0232 -0.0010 -0.0195 0.0905
H 0.8255 -3.2392 1.5134 0.0214 0.0016 -0.0084 0.1078
H -0.5327 -3.6402 4.2308 -0.0045 -0.0155 -0.0375 0.0914
H -1.3873 -3.6892 2.7016 -0.2053 0.0159 -0.1008 0.0553
H -0.1603 -4.9110 3.0647 -0.0352 0.0484 0.0087 0.0960
H 0.3001 -1.1972 4.8280 -0.0212 0.0459 -0.1460 0.1337
H -0.7278 2.5046 3.8202 -0.0253 -0.0978 0.0155 0.0849
H 0.9167 1.0612 5.9529 0.0065 0.0516 -0.0407 0.0855
H 1.5846 2.1394 4.7141 -0.0614 -0.0224 0.0414 0.0765
H 0.4786 2.7728 5.9437 0.0303 -0.0604 -0.0215 0.0925
H -1.5548 0.4408 5.9168 -0.0308 0.0377 -0.0374 0.0892
H -2.0185 2.1466 5.8751 0.0029 -0.0617 -0.0165 0.0943
H -2.6132 1.0371 4.6296 0.0512 0.0063 0.0531 0.0649
H -1.0289 2.6142 1.7836 0.0847 -0.1520 -0.1437 0.0909
H -4.8661 1.0446 -1.0082 0.1227 0.0206 0.0194 0.1344
H -4.7642 2.8249 0.8207 -0.0482 0.0206 -0.0571 0.1442
H -4.1308 0.6241 2.8418 -0.0501 0.0442 -0.0410 0.0744
H -5.4884 1.7568 2.9481 0.0450 -0.0389 -0.0312 0.0916
H -5.4210 0.5809 1.6274 0.0331 0.0298 0.0413 0.0819
H -2.7105 2.7733 3.0700 -0.0833 0.0775 -0.0773 0.0556
H -2.7812 4.0193 1.8049 -0.0375 -0.0377 0.0499 0.0630
H -4.1336 3.7942 2.9031 0.0135 -0.0240 -0.0087 0.0976
H -2.1341 -0.5788 -3.1506 0.1934 -0.0078 -0.0532 0.0093
H -5.1211 0.0310 -3.1315 0.0732 0.0349 -0.0402 0.0931
H -3.9011 1.2341 -3.5615 -0.0281 -0.0369 -0.0200 0.0893
H -4.1037 -0.2361 -4.5374 -0.0116 -0.0091 0.0407 0.0814
H -4.3913 -2.1125 -1.8271 -0.0055 -0.0490 -0.0946 0.0986
H -3.7889 -2.4779 -3.4409 0.0051 0.0323 0.0462 0.0885
H -2.7005 -2.6359 -2.0594 -0.1466 0.1331 -0.1267 0.0404
H 2.4750 3.7604 -1.5375 -0.0648 -0.0632 0.0328 0.1254
H 1.7425 5.0163 0.4359 0.0886 0.0432 -0.0408 0.1370
H 0.2752 3.7711 2.7939 0.1486 0.1041 -0.0530 0.0488
H 2.0125 3.5710 2.5068 -0.0449 0.0378 0.0228 0.0827
H 1.3334 5.1811 2.7742 -0.0101 -0.0477 -0.0234 0.0957
H -1.2424 4.5153 0.7407 0.0541 0.0703 -0.0446 0.0461
H -0.4383 6.0583 1.0673 -0.0010 -0.0593 -0.0458 0.0956
H -0.4394 5.3855 -0.5700 -0.0105 0.0063 0.0268 0.0906
H 1.5350 0.6517 -3.3784 -0.2301 -0.2571 -0.1226 0.0324
H 3.3343 -0.5343 -2.0055 -0.0651 -0.2488 0.1432 0.0486
H 3.7129 -0.2454 -3.6979 0.0259 0.0678 0.0194 0.0848
H 4.4173 0.7968 -2.4634 -0.0488 -0.0639 -0.0040 0.0937
H 3.5670 2.9175 -3.3045 -0.0541 -0.0308 -0.0601 0.0898
H 3.0422 2.0335 -4.7288 0.0294 -0.0165 0.0138 0.0834
H 1.9024 3.0862 -3.8799 0.0424 -0.0315 -0.0143 0.0892
C -2.6192 -2.1057 0.6818 -0.0513 -0.0108 0.1817 -0.0393
O -1.3872 -2.5135 0.0564 0.1564 0.3183 -0.1898 -0.2847
C -1.4165 -3.9025 -0.2894 0.0387 0.0122 -0.0683 -0.1478
C -0.1224 -4.3378 -0.9625 0.0069 -0.0148 0.0570 -0.2070
O 0.9237 -3.4486 -0.6231 0.0090 -0.0656 -0.1588 -0.3399
C 2.1668 -3.9444 -1.1176 -0.0554 0.0459 0.0208 -0.0780
H -3.3977 -1.9625 -0.0641 0.0932 -0.0500 0.1315 0.0746
H -2.4426 -1.1738 1.2144 0.0061 -0.1449 -0.0143 0.0898
H -2.9545 -2.8614 1.3864 0.1172 -0.1794 0.1124 0.1048
H -2.2569 -4.0814 -0.9601 -0.0348 -0.1535 0.0287 0.1238
H -1.5869 -4.4816 0.6141 -0.0007 0.0535 0.2349 0.1229
H -0.2373 -4.3810 -2.0471 0.0302 0.0625 -0.0777 0.1011
H 0.1322 -5.3399 -0.6113 -0.0497 -0.1386 -0.0201 0.1405
H 2.4555 -4.8478 -0.5740 -0.0206 -0.0207 0.0207 0.1072
H 2.9111 -3.1692 -0.9720 -0.0180 0.0632 -0.0071 0.0694
H 2.0898 -4.1817 -2.1815 -0.0037 0.0366 -0.0243 0.0933
O 2.1650 -1.1342 0.0813 -0.3592 -0.0406 -0.7831 -0.5835
S 2.9780 -0.6231 1.2715 -0.0557 0.1102 0.3316 1.0596
C 4.3436 -1.8129 1.4389 0.0555 0.0743 -0.1565 -0.2969
C 5.4981 -1.2850 0.6025 0.0082 0.0920 0.0023 -0.2069
C 5.5234 0.2207 0.8649 0.0127 -0.1355 -0.0487 -0.2007
C 4.0841 0.7044 0.6885 -0.0063 0.0412 0.1143 -0.2749
H 3.9538 -2.7868 1.1443 -0.0060 0.0415 0.0737 0.0948
H 4.5911 -1.8286 2.5033 0.0335 -0.0045 -0.0672 0.1024
H 5.3191 -1.4866 -0.4567 0.0073 0.0137 0.0060 0.1162
H 6.4354 -1.7645 0.8825 -0.0151 -0.0171 -0.0115 0.1276
H 6.1935 0.7422 0.1820 -0.0256 0.0438 0.0183 0.1248
H 5.8707 0.4165 1.8819 -0.0057 0.0026 -0.0362 0.1227
H 3.8269 0.8556 -0.3543 -0.0415 0.0111 -0.0276 0.0556
H 3.8424 1.6105 1.2466 -0.0051 -0.0718 -0.0475 0.0948
C -0.9237 0.9471 -4.8625 0.0372 -0.0516 0.0469 -0.1869
As -0.2052 -0.8413 -4.7262 0.0735 0.0553 -0.1516 0.8264
C -1.4318 -1.9758 -5.6739 -0.0143 0.0173 0.0397 -0.2099
C 1.3889 -0.8536 -5.8005 0.0126 -0.0040 0.0374 -0.2166
S 0.1903 -1.7215 -2.8041 0.1414 0.1692 0.3119 0.4277
H -0.6565 1.3174 -5.8517 -0.0095 0.0238 -0.0040 0.0590
H -0.5039 1.5971 -4.0997 0.0519 0.0000 0.0697 0.0439
H -2.0059 0.9117 -4.7611 0.0768 0.0157 -0.0362 0.0188
H -1.4809 -1.6452 -6.7101 -0.0085 0.0130 -0.0222 0.0573
H -2.4199 -1.9224 -5.2228 0.0237 0.0161 0.0338 0.0219
H -1.0661 -2.9980 -5.6288 0.0261 -0.0493 -0.0005 0.0528
H 1.0982 -0.6761 -6.8341 0.0005 0.0150 -0.0484 0.0545
H 1.8730 -1.8227 -5.7147 -0.0083 -0.0484 0.0221 0.0532
H 2.0720 -0.0739 -5.4746 -0.0003 0.0256 0.0304 0.0200
```
Positions in Å, forces in eV/Å.

## Properties
- DFT total energy (eV) = -167270.6895
- 2S+1 = 2
- net charge = +2
- energy above the lowest of the compared OMol25 structures with the same formula, charge and spin (kcal/mol) = 0.0
- frontier orbital gap (spin up / spin down) (eV) = 7.24 / 7.82
- <S²> = 0.77
- F_max (Eh/bohr) = 0.0168